(1)
The following is a DFT calculation (ωB97M-V with the def2-TZVPD basis set) of a structure of composition C31H62AlClO15S7.

Cartesian coordinates (Å):
Al  12.03569  -21.15191  6.39318
Cl  10.65180  -18.81338  7.20206
C  11.70392  -14.37211  14.14699
C  11.99222  -14.79184  12.70089
C  11.84858  -13.45481  11.90065
S  10.11846  -13.05165  12.36430
O  9.15895  -13.94393  11.68966
O  9.88234  -11.64976  12.33385
C  10.28115  -13.65826  14.09062
H  12.51009  -13.63063  14.45094
H  11.67012  -15.17709  14.86421
H  11.25798  -15.51153  12.32834
H  12.93362  -15.30067  12.69034
H  11.86250  -13.68089  10.82066
H  12.47802  -12.67765  12.27802
H  9.53140  -14.29379  14.45740
H  10.35716  -12.65862  14.61553
C  14.67397  -16.14967  5.15609
C  15.57563  -17.39964  5.50580
C  14.79488  -18.72696  5.63463
S  13.47387  -17.99633  6.48569
O  13.85504  -17.74103  7.86214
O  11.95032  -18.99579  6.26802
C  13.30278  -16.33473  5.83545
H  14.52818  -16.01359  4.06031
H  15.10895  -15.21998  5.57328
H  15.90831  -17.36403  6.53565
H  16.32343  -17.64677  4.74818
H  15.30698  -19.44281  6.25444
H  14.43402  -19.25693  4.75500
H  13.17691  -15.77841  6.76531
H  12.50754  -16.13627  5.17796
C  6.68510  -22.73481  6.21409
C  7.31332  -23.84320  5.30381
C  8.69897  -23.47667  4.83832
S  9.31564  -22.65061  6.34737
O  10.42430  -21.76597  5.90651
O  9.74930  -23.46556  7.47615
C  7.81071  -21.67855  6.57721
H  6.26817  -23.25899  7.07009
H  5.90666  -22.09696  5.68821
H  6.61885  -23.98811  4.47809
H  7.25230  -24.78883  5.85679
H  8.91483  -22.70273  4.09126
H  9.14979  -24.36131  4.49135
H  7.92248  -20.83367  5.94756
H  7.76340  -21.34780  7.56697
C  7.55908  -18.29772  2.33453
C  7.36295  -18.99849  3.78625
C  7.99365  -18.04504  4.76220
S  9.58843  -17.86630  4.00984
O  10.27521  -19.13968  4.03734
O  10.33710  -16.69523  4.57895
C  8.97891  -17.67137  2.30909
H  6.80613  -17.54148  2.22014
H  7.41367  -19.10760  1.60050
H  7.90579  -19.98552  3.82174
H  6.29567  -19.06209  3.98175
H  8.04591  -18.35097  5.78905
H  7.38607  -17.11032  4.84988
H  9.76105  -18.23002  1.76568
H  9.04096  -16.63837  2.06234
C  10.33262  -20.40384  11.19190
C  11.57425  -19.51437  11.16743
C  12.72798  -20.09878  10.24264
S  12.08429  -21.64485  9.60907
O  12.64676  -22.87780  10.08724
O  12.04097  -21.27581  8.14417
C  10.33801  -21.46696  10.11060
H  9.41272  -19.87133  11.17096
H  10.17613  -20.87792  12.16297
H  11.87652  -19.22770  12.17538
H  11.22536  -18.50088  10.84692
H  13.69578  -19.83756  10.66124
H  12.76664  -19.57516  9.33260
H  10.02153  -22.51376  10.31749
H  9.87282  -21.13911  9.17632
C  3.44173  -18.39279  10.21478
C  4.46598  -17.15418  10.26915
C  5.66651  -17.56872  9.41943
S  5.10059  -18.50904  8.05561
O  5.95444  -19.67979  7.88470
O  4.74517  -17.68400  6.93593
C  3.65686  -19.15029  8.90538
H  2.43725  -17.95895  10.24292
H  3.68948  -19.15869  10.97538
H  4.69353  -16.83249  11.28210
H  4.01318  -16.25559  9.87643
H  6.22808  -18.32562  9.93635
H  6.24816  -16.65055  9.15023
H  3.87734  -20.20628  9.00889
H  2.86718  -18.97062  8.18677
C  3.96158  -17.85585  15.45637
C  4.50920  -18.82830  14.35864
C  5.75544  -18.20027  13.64134
S  6.71964  -17.64176  15.05612
O  13.27211  -21.46703  5.19734
O  7.02653  -18.89045  15.79318
C  5.25859  -17.05479  15.97552
H  3.35131  -18.36366  16.22391
H  3.25992  -17.20555  14.85544
H  3.68467  -19.03238  13.66892
H  4.87393  -19.76180  14.73981
H  5.54067  -17.37590  12.96280
H  6.37243  -18.89064  13.07575
H  5.26753  -15.95305  15.86088
H  5.53506  -17.36256  16.95808
C  6.20444  -12.57804  7.92072
C  6.22011  -13.91625  8.62675
O  6.44915  -14.95905  8.05583
C  6.11293  -13.92010  10.08546
H  5.36358  -11.99988  8.23510
H  6.44137  -12.58697  6.79630
H  7.03292  -11.96181  8.29684
H  5.97218  -12.93735  10.51231
H  6.99738  -14.30584  10.59069
H  5.37047  -14.66705  10.37328

Results
* multiplicity: 1
* net charge: +2

(2)
The following is a DFT calculation (ωB97M-V with the def2-TZVPD basis set) of a cluster of 11 separate species, C31H62F21N4O24S7 in total.

Cartesian coordinates (Å):
C  -0.28684  33.86008  12.80886
C  0.60410  34.84545  13.58866
C  1.98885  34.93834  12.93192
O  2.56045  36.22108  13.11247
C  3.97849  36.17079  12.83132
N  -0.09630  36.22128  13.70058
H  0.51119  36.94243  14.06253
H  -0.32278  36.61807  12.79982
H  -1.00372  36.15571  14.13919
H  -0.37631  34.24152  11.79171
H  -1.29872  33.69452  13.17873
H  0.32914  32.96858  12.69105
H  0.69452  34.53869  14.63069
H  1.99008  34.69681  11.86902
H  2.57832  34.17561  13.44072
H  4.51188  35.45254  13.45400
H  4.51408  37.10768  12.98451
H  4.14629  35.96600  11.77396
C  -11.02030  17.71606  18.17669
C  -10.36802  18.53907  17.04654
C  -8.87237  18.09491  16.95306
O  -8.09291  19.15649  16.50754
C  -6.67927  18.91868  16.48205
N  -11.08297  18.31740  15.70596
H  -10.84260  17.39893  15.36138
H  -12.06090  18.54917  15.60571
H  -10.66733  18.95491  15.04194
H  -10.61868  16.70277  18.16972
H  -12.09134  17.77198  17.98219
H  -10.90355  18.08137  19.19699
H  -10.49357  19.59044  17.30528
H  -8.68892  17.19697  16.36303
H  -8.62590  17.90902  17.99843
H  -6.26192  18.27926  17.25991
H  -6.26857  19.92822  16.49811
H  -6.34454  18.38884  15.59024
C  -5.13500  26.51127  17.01569
N  -3.80681  27.20038  16.60057
C  -3.41053  26.88115  15.13650
C  -4.17301  28.72661  16.64728
C  -2.64300  26.90547  17.54413
C  -1.96084  25.54708  17.35564
O  -2.88212  24.48974  17.22686
H  -5.55176  26.95266  17.92101
H  -4.96537  25.45578  17.22844
H  -5.81841  26.48790  16.16686
H  -4.18926  27.28772  14.49123
H  -3.31132  25.80136  15.02558
H  -2.51797  27.48378  14.96832
H  -4.27621  28.94217  17.71075
H  -5.14119  28.95195  16.20011
H  -3.39531  29.32999  16.17907
H  -3.01505  27.10360  18.54932
H  -1.88661  27.63282  17.24923
H  -1.36072  25.26652  18.22124
H  -1.21314  25.50814  16.56348
H  -2.32817  23.75637  16.94954
C  6.84284  21.12105  26.16899
C  7.42646  21.44068  24.83305
C  6.97642  22.75399  24.34253
C  5.53138  22.87638  23.66838
N  5.27888  24.12711  22.74857
C  3.85815  24.22865  22.07986
C  3.07871  25.45306  22.64412
C  4.17807  26.36993  23.17579
C  5.26651  25.42363  23.66563
C  6.34546  24.29699  21.67125
C  6.38450  23.25496  20.57237
C  7.38155  23.48286  19.38578
H  5.75531  21.08893  26.10306
H  7.24400  21.75349  26.96094
H  7.14213  20.12780  26.50361
H  7.10078  20.67202  24.13221
H  8.51170  21.54064  24.85159
H  7.70971  23.06195  23.59718
H  7.14126  23.52586  25.09429
H  4.74309  22.90226  24.42072
H  5.39454  22.07267  22.94490
H  4.01805  24.47434  21.03002
H  3.41638  23.23313  22.12302
H  2.50890  25.95188  21.86017
H  2.39722  25.09745  23.41692
H  4.62152  26.90698  22.33731
H  3.84189  27.02652  23.97826
H  6.22078  25.95030  23.65709
H  4.89131  25.22548  24.66965
H  7.33727  24.51826  22.06552
H  6.12528  25.23159  21.15535
H  5.38059  23.06698  20.19168
H  6.64197  22.29162  21.01259
H  8.37633  23.75553  19.73814
H  6.94509  24.15782  18.64955
H  7.37125  22.54542  18.82973
C  0.89343  17.78736  17.56652
F  0.46395  17.38216  16.33314
F  -0.18325  17.82650  18.33706
F  1.77177  16.86967  17.89447
S  1.68101  19.56983  17.39994
O  2.76988  19.50062  16.39090
O  0.56326  20.37289  16.87301
O  2.11046  19.93920  18.74347
C  3.22122  27.56326  16.38056
F  2.91439  26.51272  15.52642
F  2.49926  27.41641  17.52754
F  4.50685  27.50670  16.70330
S  2.83326  29.19625  15.49160
O  3.36197  29.12962  14.11433
O  1.36924  29.17044  15.47430
O  3.38284  30.30981  16.26659
C  -7.65923  34.04493  16.74466
F  -7.18580  33.60839  15.56126
F  -8.92171  34.31190  16.64048
F  -7.46957  33.06176  17.57585
S  -6.70699  35.70016  17.44818
O  -6.70751  35.61432  18.91373
O  -5.36130  35.71295  16.78624
O  -7.58913  36.80749  17.00108
C  -3.46566  27.14611  23.63929
F  -3.52654  25.83834  23.52960
F  -2.87661  27.47976  24.82735
F  -2.64453  27.65537  22.77554
S  -5.19293  28.04819  23.47323
O  -5.27883  28.96337  24.61185
O  -5.27302  28.76762  22.18426
O  -6.23104  26.94501  23.63194
C  -3.49615  29.35476  9.48883
F  -3.45073  30.52003  8.82442
F  -3.51082  29.57474  10.76428
F  -4.59324  28.65910  9.23417
S  -1.92440  28.35648  8.96518
O  -1.84804  27.14502  9.87991
O  -2.18292  28.08499  7.55673
O  -0.76055  29.26831  9.08426
C  -7.70570  23.05049  12.47103
F  -8.71712  23.92792  12.27270
F  -6.59042  23.54694  11.85389
F  -7.46047  22.77967  13.75888
S  -8.16791  21.36324  11.60166
O  -9.36425  20.92459  12.36752
O  -8.40908  21.68369  10.17619
O  -7.05552  20.41097  11.71474
C  -11.00226  24.21422  18.40499
F  -9.96774  23.66591  19.06879
F  -10.89134  25.56769  18.25062
F  -11.04891  23.60231  17.21242
S  -12.64176  23.82592  19.26516
O  -13.64795  23.93915  18.18190
O  -12.37735  22.47746  19.75468
O  -12.88239  24.75373  20.37640

Results
* multiplicity: 1
* net charge: -3

Ordered Kohn-Sham gap results: 4.732 5.342; unit eV.
Ordered HOMO level results: -12.15 -3.19; unit eV.